DFT (ωB97M-V/def2-TZVPD) results for the molecule C18H22N2O4S.

* largest force on an atom: 0.86 eV Å⁻¹
* total charge: 0
* relative energy (zero: lowest compared OMol25 entry of this formula, charge and spin): 278.98 kJ/mol
* SMILES: CCOc1cc(C(=O)N/N=C/c2ccsc2)cc(OCC)c1OCC
* lowest unoccupied orbital energy: 0.5 eV
* spin multiplicity: 1

Atoms and positions in Å:
S1 -3.34603 5.78209 5.47992
O1 -1.44398 -2.36889 -1.84025
O2 3.08744 -0.93530 -1.48462
O3 0.47869 1.55593 2.16129
O4 1.31884 -2.50098 -2.63945
N1 -1.58014 1.69873 1.17978
N2 -2.25761 2.60053 1.92565
C1 -0.47260 -1.57224 -1.28341
C2 -4.43129 5.39276 4.19566
C3 -1.39319 -4.24806 -0.28171
C4 1.42472 -0.93476 -4.51384
C5 -1.78020 3.13732 2.98054
C6 -2.16739 4.71315 4.85025
C7 1.39164 0.09800 -0.07251
C8 4.13835 -0.25844 -0.82261
C9 1.81590 -0.79901 -1.04057
C10 0.04421 0.20086 0.26093
C11 -2.58704 4.08604 3.70729
C12 -3.90423 4.49085 3.33909
C13 4.48623 -0.88293 0.52471
C14 -0.31003 1.20527 1.30501
C15 0.86835 -1.62872 -1.67531
C16 -0.88149 -0.64449 -0.33041
C17 -1.25155 -3.77504 -1.72382
C18 0.85658 -2.23488 -3.95775
H1 4.71947 -1.93637 0.39147
H2 2.07772 0.75699 0.43445
H3 -0.79158 2.93115 3.38144
H4 1.03897 -0.08371 -3.95572
H5 -1.22746 4.60186 5.35381
H6 -1.92320 -0.64989 -0.04909
H7 -0.61296 -3.80809 0.33643
H8 4.98639 -0.35397 -1.50653
H9 -0.24009 -2.20831 -3.98455
H10 3.65544 -0.79849 1.22057
H11 -2.03697 -4.20693 -2.34912
H12 -4.40209 4.10584 2.46933
H13 -1.30549 -5.33011 -0.24156
H14 -2.12819 1.39182 0.38668
H15 2.50858 -0.94113 -4.43129
H16 1.14400 -0.82761 -5.55807
H17 5.35124 -0.37932 0.94730
H18 3.90298 0.80711 -0.71036
H19 -0.27409 -4.07003 -2.11832
H20 1.20768 -3.08752 -4.54426
H21 -5.39326 5.86451 4.16529
H22 -2.36130 -3.95561 0.11824

DFT (ωB97M-V/def2-TZVPD) results for the molecule C18H22N2O5S in a non-equilibrium geometry.

* largest force on an atom: 1.00 eV Å⁻¹
* total charge: 0
* relative energy (zero: lowest compared OMol25 entry of this formula, charge and spin): 128.76 kJ/mol
* SMILES: CCOc1ccc(N(CC(=O)Nc2ccc(OC)cc2)S(C)(=O)=O)cc1
* lowest unoccupied orbital energy: 0.6 eV
* spin multiplicity: 1

Atoms and positions in Å:
S1 -3.80016 -0.48389 0.65686
O1 5.29955 -1.47472 0.52684
O2 -4.04741 0.77966 1.27990
O3 -4.88269 -1.15501 0.00182
O4 -1.04357 -2.95023 -0.12566
O5 1.18612 3.79055 -0.32385
N1 -2.64003 -0.23396 -0.51772
N2 0.06109 -1.34043 -1.30524
C1 -2.33939 -1.35625 -1.38448
C2 5.83155 -2.56884 1.23436
C3 -1.35261 1.53951 -1.55150
C4 -1.04304 -2.00315 -0.88703
C5 2.24200 -0.38158 -1.05379
C6 1.88381 4.13212 0.85956
C7 -0.39374 2.52534 -1.48422
C8 -1.10153 1.13076 0.79399
C9 3.53783 -0.42406 -0.59311
C10 1.83319 -2.55389 -0.11861
C11 -0.14698 2.13116 0.86996
C12 2.89362 5.21138 0.50267
C13 -3.11598 -1.63187 1.88187
C14 1.37444 -1.44766 -0.81840
C15 3.13716 -2.59708 0.34589
C16 4.00344 -1.53485 0.11475
C17 -1.70571 0.81244 -0.41245
C18 0.23416 2.82694 -0.27248
H1 2.39782 3.24703 1.25958
H2 3.58193 4.84105 -0.25197
H3 2.38037 6.08253 0.10537
H4 -0.11232 3.08698 -2.36121
H5 -2.58762 -1.06485 2.63571
H6 1.16864 -3.37979 0.07056
H7 5.29655 -2.73877 2.17414
H8 5.81194 -3.48377 0.63383
H9 -2.46283 -2.33984 1.38475
H10 6.86497 -2.30386 1.45194
H11 1.18082 4.50522 1.61659
H12 3.45441 5.49948 1.38700
H13 4.21647 0.39528 -0.76824
H14 -0.09275 -0.52054 -1.87824
H15 -1.84174 1.32936 -2.49102
H16 -3.17618 -2.04891 -1.28855
H17 -1.38184 0.59802 1.68671
H18 0.29926 2.34963 1.82658
H19 -2.25590 -1.03290 -2.42648
H20 1.89036 0.48661 -1.59290
H21 3.46189 -3.47145 0.88662
H22 -3.96343 -2.14503 2.31760

DFT (ωB97M-V/def2-TZVPD) results for the ion C18H22N3O3S3 with charge -1 in a non-equilibrium geometry.

* largest force on an atom: 2.27 eV Å⁻¹
* total charge: -1
* SMILES: CCOC(=S)S[C@H](c1ccc(N(C)C)cc1)c1c([O-])n(C)c(=S)n(C)c1=O
* lowest unoccupied orbital energy: 2.5 eV
* spin multiplicity: 1

Atoms and positions in Å:
S1 -4.25941 -0.34254 2.98066
S2 -0.28144 1.71877 -0.96004
S3 -1.38825 4.41035 -1.06724
O1 -2.90638 2.29393 -0.80436
O2 -0.36789 2.73504 2.49933
O3 0.10914 -1.76476 1.23624
N1 -1.93833 -0.90720 1.81576
N2 -2.10138 1.25106 2.75824
N3 4.73157 -2.49922 -1.75711
C1 3.74176 -1.66067 -1.17690
C2 1.52052 -0.67522 -1.13916
C3 -2.71339 0.04115 2.47727
C4 4.73375 -3.91737 -1.41322
C5 -1.62858 2.77651 -0.83124
C6 -0.55031 -0.77231 1.56481
C7 1.86541 0.11320 -0.03236
C8 4.06912 -0.88874 -0.02805
C9 -3.89237 3.13381 -1.45062
C10 -0.79255 1.59489 2.33007
C11 -2.51096 -2.24605 1.69170
C12 3.14965 0.00961 0.49675
C13 -2.84013 2.29063 3.45416
C14 2.44607 -1.53950 -1.71427
C15 5.12577 -2.28916 -3.15120
C16 0.85591 1.07408 0.59165
C17 -5.17738 2.33379 -1.59120
C18 -0.00835 0.57324 1.65766
H1 -2.66422 -2.64600 2.69370
H2 1.25007 2.08307 0.79158
H3 4.37990 -2.72749 -3.83834
H4 5.21843 -1.21414 -3.34785
H5 5.06687 -0.99707 0.39594
H6 4.01316 -4.47493 -2.03928
H7 -1.83388 -2.87624 1.12316
H8 5.73497 -4.32653 -1.60349
H9 -3.12449 3.10859 2.79211
H10 2.16052 -2.14233 -2.59390
H11 -3.73954 1.82266 3.83991
H12 -3.48172 -2.16512 1.20790
H13 4.47450 -4.06134 -0.35697
H14 -3.54020 3.44147 -2.45535
H15 -2.23407 2.67626 4.26851
H16 6.09425 -2.78184 -3.33099
H17 0.50144 -0.66587 -1.52700
H18 -5.11941 1.68283 -2.47899
H19 -4.11403 4.05387 -0.88129
H20 -5.42542 1.73684 -0.69792
H21 3.40171 0.60055 1.38417
H22 -6.01046 3.02541 -1.78295

DFT (ωB97M-V/def2-TZVPD) results for the molecule C18H22N4O5 in a non-equilibrium geometry.

* largest force on an atom: 2.84 eV Å⁻¹
* total charge: 0
* relative energy (zero: lowest compared OMol25 entry of this formula, charge and spin): 44.08 kJ/mol
* SMILES: CNC(=O)[C@@H](Cc1c[nH]c2ccccc12)NC(=O)[C@@H](CC(=O)O)NC(C)=O
* lowest unoccupied orbital energy: 0.3 eV
* spin multiplicity: 1

Atoms and positions in Å:
O1 -0.07340 -1.17255 3.75822
O2 2.09366 -0.91314 -4.55639
O3 4.58908 -2.44178 0.64154
O4 0.90604 -0.10500 -0.55993
O5 0.47208 -0.26562 -3.10943
N1 4.30948 -0.58427 -0.60588
N2 1.81693 -1.76936 0.69044
N3 0.10877 0.28000 2.01208
N4 -2.30350 -1.35834 -1.57279
C1 -0.33171 -2.98624 1.10756
C2 1.77630 -0.41984 -3.47349
C3 -3.88261 0.02672 1.98270
C4 4.98494 -1.34390 0.27058
C5 -2.88747 -0.98789 1.89013
C6 -1.30674 -2.20908 -1.09177
C7 0.19897 -0.92833 2.57459
C8 -4.00312 0.23535 -0.45436
C9 3.02505 -0.85687 -1.31112
C10 -2.41412 -1.39558 0.63125
C11 -0.41405 1.50872 2.55839
C12 1.80778 -0.90370 -0.34678
C13 -1.29671 -2.25889 0.26559
C14 -4.40254 0.60393 0.85890
C15 2.80235 0.14613 -2.46985
C16 0.77265 -2.08897 1.67325
C17 6.32194 -0.73843 0.75568
C18 -2.98215 -0.75824 -0.50337
H1 -4.41535 0.64063 -1.34715
H2 -5.14867 1.34932 1.03703
H3 2.48793 1.10323 -2.06917
H4 2.64772 -2.33130 0.74501
H5 0.41898 0.08682 -2.21234
H6 -0.59894 -2.71948 -1.73621
H7 -4.21663 0.29677 2.97931
H8 -2.48364 -1.37704 2.80958
H9 -1.19317 1.86459 1.88623
H10 0.13001 -3.79709 0.55760
H11 -0.90339 1.32109 3.52846
H12 3.73973 0.27858 -2.96954
H13 0.26063 0.27510 1.04316
H14 7.19201 -1.07237 0.18003
H15 6.28143 0.33750 0.79223
H16 0.39372 2.23398 2.62165
H17 6.54851 -1.15961 1.74862
H18 3.13194 -1.84762 -1.79789
H19 1.31915 -2.72204 2.39962
H20 4.80771 0.22404 -0.91319
H21 -0.92218 -3.48996 1.89980
H22 -2.41722 -1.16328 -2.56073

Number 1: calculated total energy -41026.8178 eV. Number 2: calculated total energy -43075.3937 eV. Number 3: calculated total energy -62142.4109 eV. Number 4: calculated total energy -35222.9230 eV.